ORCA calculation (ωB97M-V/def2-TZVPD) on a cluster of 2 separate species, C3H12N2O2 in total.

## Properties
* E: -381.47072 Ha
* SMILES string: NC[C@@H](N)CO.O

Each line ends with the Mulliken charge.
CARTESIAN COORDINATES (ANGSTROEM)
1 O -2.65 3.41 -2.70  -0.637
2 O -1.57 -1.12 1.36  -0.539
3 N 1.36 0.55 -1.26  -0.556
4 N 1.19 -2.02 1.53  -0.719
5 C 1.76 -0.06 0.00  -0.689
6 C -0.45 -0.27 1.16  -0.633
7 C 0.71 -1.02 0.57  0.277
8 H -0.18 0.18 2.12  0.334
9 H -2.59 2.58 -2.22  0.319
10 H -1.28 -1.86 1.90  0.344
11 H -0.76 0.52 0.48  0.343
12 H 0.46 0.17 -1.54  0.252
13 H 2.02 -2.45 1.13  0.257
14 H 2.74 -0.54 -0.09  0.343
15 H -2.06 3.28 -3.45  0.318
16 H 1.96 0.71 0.76  0.229
17 H 0.31 -1.61 -0.26  0.243
18 H 1.51 -1.53 2.36  0.263
19 H 1.99 0.29 -2.01  0.251


ORCA calculation (ωB97M-V/def2-TZVPD) on a cluster of 3 separate species, C3H12N2O3 in total.

## Properties
* E: -456.73156 Ha
* SMILES string: C[C@@H](N)C(N)=O.O.O

Each line ends with the Mulliken charge.
CARTESIAN COORDINATES (ANGSTROEM)
1 O 3.25 -2.29 -1.77  -0.644
2 O 1.80 -1.17 2.30  -0.634
3 O 1.09 0.76 0.02  -0.639
4 N -2.18 1.67 -0.42  -0.636
5 N 0.07 0.55 -2.06  -0.362
6 C 0.12 0.64 -0.68  0.529
7 C -1.33 0.45 -0.15  0.338
8 C -1.41 0.10 1.31  -1.241
9 H 3.22 -1.33 -1.73  0.314
10 H -3.09 1.57 0.01  0.248
11 H -1.70 2.52 -0.23  0.193
12 H 1.68 -0.47 1.64  0.388
13 H 0.84 0.45 -2.69  0.236
14 H 3.36 -2.66 -0.89  0.327
15 H -0.84 0.29 -2.40  0.200
16 H -2.06 0.77 1.93  0.368
17 H 1.24 -0.87 3.02  0.310
18 H -0.52 0.23 1.97  0.109
19 H -1.88 -0.27 -0.74  0.312
20 H -1.68 -0.93 1.56  0.285


ORCA calculation (ωB97M-V/def2-TZVPD) on a cluster of 3 separate species, C3H12N2O3 in total.

## Properties
* E: -456.74955 Ha
* SMILES string: NCCC(N)=O.O.O

Each line ends with the Mulliken charge.
CARTESIAN COORDINATES (ANGSTROEM)
1 O -1.19 -0.54 2.56  -0.711
2 O 1.78 0.03 -3.04  -0.633
3 O -1.81 -1.99 0.15  -0.669
4 N 0.53 -1.31 -1.74  -0.247
5 N 0.09 1.96 1.04  -0.626
6 C 0.08 0.91 0.01  -0.059
7 C 1.36 0.79 -0.80  -0.429
8 C 1.22 -0.15 -1.98  0.303
9 H 0.59 -1.97 -2.49  0.210
10 H -0.90 0.38 2.66  0.325
11 H -0.71 2.58 1.00  0.209
12 H -1.24 -1.39 0.65  0.328
13 H 2.23 0.45 -0.24  0.322
14 H 0.05 -0.01 0.58  -0.227
15 H -0.77 0.93 -0.67  0.480
16 H -2.15 -0.59 2.66  0.318
17 H -1.74 -2.74 0.77  0.338
18 H 1.71 1.75 -1.20  0.324
19 H -0.10 -1.54 -0.98  0.235
20 H 0.96 2.46 1.05  0.209


ORCA calculation (ωB97M-V/def2-TZVPD) on a cluster of 3 separate species, C3H12N2O3 in total.

## Properties
* E: -456.68986 Ha
* SMILES string: NCCC(N)=O.O.O

Each line ends with the Mulliken charge.
CARTESIAN COORDINATES (ANGSTROEM)
1 O 1.22 0.76 0.90  -0.656
2 O 2.48 -0.96 -1.65  -0.659
3 O 1.87 -1.86 2.17  -0.648
4 N -2.29 1.45 0.02  -0.643
5 N 0.61 1.28 -1.19  -0.567
6 C 0.44 0.51 -0.03  0.328
7 C -2.17 0.02 0.25  -0.452
8 C -0.64 -0.47 0.21  -0.086
9 H -0.57 -1.23 -0.56  0.302
10 H 1.15 -2.45 1.97  0.310
11 H 1.78 -0.22 -1.69  0.428
12 H -1.60 1.72 -0.67  0.250
13 H 1.31 2.09 -1.29  0.245
14 H 1.89 -1.01 1.65  0.317
15 H -2.45 -0.51 -0.66  0.271
16 H -0.44 -0.81 1.25  0.126
17 H -2.74 -0.08 1.20  0.356
18 H -0.03 1.38 -1.86  0.200
19 H -2.14 1.97 0.88  0.255
20 H 2.32 -1.57 -0.89  0.324


ORCA calculation (ωB97M-V/def2-TZVPD) on a cluster of 3 separate species, C3H12N2O3 in total.

## Properties
* E: -456.74060 Ha
* SMILES string: CCNC(N)=O.O.O

Each line ends with the Mulliken charge.
CARTESIAN COORDINATES (ANGSTROEM)
1 O 0.40 -1.97 1.22  -0.600
2 O 1.41 -1.48 -1.50  -0.658
3 O 0.15 1.16 -2.74  -0.657
4 N 0.74 -0.04 2.39  -0.424
5 N -0.28 -0.04 0.23  -0.067
6 C 0.30 -0.77 1.26  0.248
7 C -2.04 1.45 -0.45  -1.110
8 C -0.93 1.23 0.54  -0.502
9 H -1.68 1.32 -1.51  0.302
10 H -2.57 2.40 -0.41  0.374
11 H 0.29 2.11 -2.60  0.326
12 H 0.99 -2.33 -1.55  0.319
13 H 1.90 -1.39 -0.67  0.306
14 H -0.30 -0.50 -0.66  0.437
15 H -2.90 0.77 -0.45  0.302
16 H 1.28 0.79 2.21  0.217
17 H 0.90 -0.56 3.22  0.224
18 H -1.31 1.33 1.59  0.458
19 H 0.22 0.77 -1.86  0.295
20 H -0.24 2.11 0.59  0.211


ORCA calculation (ωB97M-V/def2-TZVPD) on a cluster of 3 separate species, C3H12N2O3 in total.

## Properties
* E: -456.68738 Ha
* SMILES string: NCNCC=O.O.O

Each line ends with the Mulliken charge.
CARTESIAN COORDINATES (ANGSTROEM)
1 O -0.76 -1.98 2.43  -0.650
2 O -1.50 -2.76 -0.67  -0.664
3 O 1.56 1.40 2.63  -0.453
4 N 0.01 0.02 -2.41  -0.405
5 N -0.02 0.50 -0.07  -0.052
6 C 1.05 1.86 1.65  -0.054
7 C 1.19 1.22 0.27  -0.512
8 C -0.61 0.85 -1.37  -0.641
9 H -0.11 -0.97 -2.26  0.152
10 H 1.37 2.05 -0.42  0.378
11 H 0.83 0.35 -2.87  0.205
12 H -0.98 -1.05 2.28  0.319
13 H -1.32 -2.86 0.27  0.339
14 H -0.04 -0.45 0.16  0.037
15 H -0.45 1.87 -1.68  0.411
16 H 2.08 0.58 0.26  0.294
17 H -1.21 -1.86 -0.85  0.284
18 H -1.66 0.59 -1.29  0.354
19 H 0.40 2.76 1.65  0.332
20 H 0.18 -2.10 2.28  0.325


ORCA calculation (ωB97M-V/def2-TZVPD) on a cluster of 3 separate species, C3H12N2O3 in total.

## Properties
* E: -456.72731 Ha
* SMILES string: CNCC(N)=O.O.O

Each line ends with the Mulliken charge.
CARTESIAN COORDINATES (ANGSTROEM)
1 O -0.42 -0.40 4.14  -0.631
2 O -3.47 -2.18 3.24  -0.631
3 O -0.34 1.81 -2.53  -0.601
4 N 1.19 2.68 -1.13  -0.372
5 N 1.61 -0.31 -1.27  -0.353
6 C 0.42 0.38 -0.76  -0.572
7 C 0.37 1.69 -1.56  0.555
8 C 1.38 -1.06 -2.50  -0.967
9 H 1.00 -0.40 -3.26  0.336
10 H 0.65 -1.87 -2.54  0.297
11 H 1.02 3.60 -1.45  0.234
12 H -3.84 -1.84 4.06  0.322
13 H 1.86 2.60 -0.39  0.189
14 H -0.50 -0.15 -0.96  0.254
15 H 0.53 0.69 0.28  0.415
16 H 2.37 -1.32 -2.85  0.354
17 H 2.04 -0.91 -0.58  0.233
18 H -0.68 -1.16 3.61  0.320
19 H -4.15 -2.12 2.57  0.316
20 H -1.04 0.26 3.89  0.302


ORCA calculation (ωB97M-V/def2-TZVPD) on a cluster of 2 separate species, C3H12N2O3Si in total.

## Properties
* E: -746.17144 Ha

Each line ends with the Mulliken charge.
CARTESIAN COORDINATES (ANGSTROEM)
1 Si 0.02 0.49 0.47  0.210
2 O 0.68 1.95 -0.06  -0.305
3 O 1.23 -0.62 0.29  -0.033
4 O -1.03 -0.30 -0.52  -0.187
5 N -0.71 -4.21 -0.27  -0.690
6 N -0.14 -3.17 -0.41  0.292
7 C -2.43 -0.07 -0.56  -0.787
8 C 0.07 3.21 -0.17  -0.632
9 C 2.60 -0.80 0.57  -0.730
10 H -0.65 0.82 1.84  -0.145
11 H -0.22 3.37 0.91  0.282
12 H -0.16 -2.47 0.35  0.178
13 H 0.28 -2.82 -1.37  0.227
14 H -0.75 3.09 -0.76  0.245
15 H 0.84 3.85 -0.41  0.237
16 H 2.80 -1.72 0.04  0.234
17 H -2.52 0.91 -1.00  0.269
18 H -2.85 -0.85 -1.01  0.316
19 H -2.89 0.12 0.36  0.364
20 H 3.12 -0.03 0.15  0.295
21 H 2.73 -0.75 1.56  0.362


ORCA calculation (ωB97M-V/def2-TZVPD) on a cluster of 2 separate species, C3H12N2OS in total.

## Properties
* E: -704.38514 Ha
* SMILES string: NC[C@@H](N)CS.O

Each line ends with the Mulliken charge.
CARTESIAN COORDINATES (ANGSTROEM)
1 S -0.89 -2.29 -0.54  -0.179
2 O 1.00 3.32 -5.69  -0.641
3 N 0.31 0.36 0.14  -0.720
4 N 0.89 1.58 2.72  -0.524
5 C 0.55 0.14 2.52  -0.923
6 C -0.38 -0.12 1.36  0.476
7 C -0.85 -1.63 1.24  -0.881
8 H -1.92 -1.71 1.44  0.361
9 H 0.62 2.08 3.57  0.182
10 H -1.20 0.59 1.45  0.230
11 H -0.38 0.60 -0.59  0.248
12 H 1.48 -0.33 2.16  0.396
13 H -0.08 -2.37 1.71  0.348
14 H -1.80 -1.33 -0.74  0.082
15 H 1.34 2.81 -6.46  0.321
16 H 0.63 1.28 0.47  0.299
17 H 0.27 -0.33 3.43  0.421
18 H 1.83 3.32 -5.19  0.319
19 H 1.82 1.87 2.46  0.183


ORCA calculation (ωB97M-V/def2-TZVPD) on a cluster of 2 separate species, C3H12N2S in total.

## Properties
* E: -629.16213 Ha
* SMILES string: CCS.NCN

Each line ends with the Mulliken charge.
CARTESIAN COORDINATES (ANGSTROEM)
1 S -1.76 1.47 2.74  -0.202
2 N -0.27 -0.04 -2.98  -0.557
3 N 1.35 -0.28 -1.25  -0.404
4 C 0.39 -0.13 2.18  -1.362
5 C 0.19 -0.87 -1.87  -0.141
6 C -0.85 0.53 1.53  -0.315
7 H 2.03 0.12 -1.87  0.180
8 H 0.54 -1.77 -2.40  0.314
9 H -0.57 -1.08 -1.12  0.142
10 H -1.52 -0.26 1.18  0.229
11 H -0.56 1.09 0.64  0.347
12 H -0.53 -0.55 -3.81  0.212
13 H 1.32 -0.01 -0.30  0.080
14 H -0.64 2.06 3.16  0.103
15 H -0.98 0.67 -2.87  0.161
16 H 0.64 -1.02 1.59  0.401
17 H 0.05 -0.54 3.13  0.422
18 H 1.18 0.60 2.32  0.391


ORCA calculation (ωB97M-V/def2-TZVPD) on a cluster of 2 separate species, C3H12N3 in total.

## Properties
* E: -285.42234 Ha
* total charge: +1

Each line ends with the Mulliken charge.
CARTESIAN COORDINATES (ANGSTROEM)
1 N -3.17 -0.10 -0.21  -0.548
2 N -1.92 -0.22 0.48  -0.428
3 N 1.20 0.05 -0.37  0.139
4 C 2.01 -1.04 0.06  -0.782
5 C 1.58 1.30 0.30  -1.076
6 C -0.02 -0.05 -0.93  -0.124
7 H 2.53 1.64 0.09  0.393
8 H -3.16 -0.72 -0.96  0.247
9 H -0.70 0.77 -1.06  0.321
10 H 2.94 -1.12 -0.48  0.334
11 H 1.61 1.03 1.42  0.376
12 H -0.38 -1.00 -1.23  0.289
13 H 2.39 -0.92 1.13  0.293
14 H -2.10 -1.02 1.11  0.300
15 H 0.91 2.03 0.21  0.402
16 H -3.17 0.85 -0.63  0.260
17 H -2.04 0.58 1.11  0.298
18 H 1.48 -2.07 -0.03  0.307


ORCA calculation (ωB97M-V/def2-TZVPD) on a cluster of 2 separate species, C3H12N3 in total.

## Properties
* E: -285.49850 Ha
* total charge: +1

Each line ends with the Mulliken charge.
CARTESIAN COORDINATES (ANGSTROEM)
1 N -0.38 2.35 0.56  -0.568
2 N 1.47 -0.35 -1.32  -0.559
3 N -0.15 -1.52 0.56  -0.224
4 C 0.70 1.39 0.33  -0.502
5 C -1.61 -1.30 0.23  -0.745
6 C 0.79 0.87 -0.93  -0.284
7 H -1.81 -1.80 -0.71  0.348
8 H 0.45 -1.21 -0.27  0.384
9 H 0.04 -2.48 0.88  0.381
10 H 0.04 3.27 0.70  0.252
11 H -1.85 -0.22 0.16  0.287
12 H 1.31 1.10 1.18  0.471
13 H -0.80 2.10 1.44  0.260
14 H 0.15 1.32 -1.68  0.332
15 H 1.30 -0.52 -2.29  0.226
16 H -2.21 -1.79 1.01  0.358
17 H 2.46 -0.31 -1.14  0.255
18 H 0.11 -0.90 1.29  0.328


ORCA calculation (ωB97M-V/def2-TZVPD) on a cluster of 2 separate species, C3H12N3 in total.

## Properties
* E: -285.42711 Ha
* total charge: +1

Each line ends with the Mulliken charge.
CARTESIAN COORDINATES (ANGSTROEM)
1 N -3.20 -0.23 -0.38  -0.566
2 N -1.94 -0.43 0.32  -0.398
3 N 1.15 0.18 -0.07  0.129
4 C 1.65 1.28 0.72  -0.764
5 C 0.20 0.29 -0.91  -0.104
6 C 1.80 -1.11 0.06  -0.900
7 H -3.43 0.74 -0.44  0.255
8 H 2.89 -0.85 0.03  0.317
9 H 1.65 -1.80 -0.77  0.378
10 H -1.95 -1.43 0.51  0.292
11 H -2.06 -0.04 1.24  0.253
12 H -2.87 -0.48 -1.41  0.246
13 H -0.31 1.19 -1.13  0.289
14 H 1.64 1.08 1.90  0.301
15 H 1.38 -1.58 0.89  0.369
16 H -0.25 -0.52 -1.43  0.270
17 H 2.67 1.48 0.34  0.372
18 H 0.98 2.24 0.53  0.261


We obtain ΔE to the lowest compared entry with this formula, charge and spin values of 116.04 101.36 54.12 210.84 77.61 217.37 112.51 260.17 139.42 45.60 375.62 175.65 363.09 kJ/mol for the records listed above, in that order.
We obtain frontier orbital gap values of 10.09 10.26 9.99 10.09 10.21 9.54 9.36 8.22 9.56 9.71 8.91 9.83 8.55 eV for the records listed above, in that order.
We obtain LUMO energy values of 0.70 0.66 0.54 0.39 0.62 0.60 0.48 0.75 0.90 0.96 -4.15 -3.14 -4.09 eV for the records listed above, in that order.